# 1
Molecular formula: C7H14IrPS
Method: DFT, ωB97M-V/def2-TZVPD

Last column: Löwdin spin population.
Atoms and positions in Å:
H: 2.756 0.333 -1.215  0.027
C: 0.726 0.509 2.397  0.101
P: 1.233 -1.505 -0.872  0.197
C: -0.380 1.289 -2.217  0.194
S: -0.805 1.290 1.862  0.275
C: -0.516 -1.004 -1.384  0.250
H: 0.631 -1.879 0.395  0.041
H: -1.248 -1.787 -1.135  0.024
H: -1.683 -0.696 2.942  0.008
Ir: -0.467 0.809 -0.248  1.630
H: -2.090 -0.009 -2.507  0.022
H: -0.796 2.176 -2.674  0.026
H: 0.505 -0.203 3.197  0.008
H: 1.458 2.233 -1.668  0.024
H: 1.353 1.328 2.770  0.004
C: 0.946 1.268 -1.679  0.254
H: 1.230 0.032 1.540  0.021
C: 1.689 0.116 -1.380  0.526
H: 1.348 -2.519 -1.840  0.030
H: 2.471 -1.851 -0.131  0.010
C: -1.059 0.062 -2.137  0.197
C: -2.053 -0.003 2.180  0.103
H: -2.935 0.524 2.559  0.003
H: -2.314 -0.513 1.244  0.022

Atomic forces in eV per Å
-0.23 -0.12 0.06
0.60 0.04 0.60
-0.89 0.16 -0.07
0.50 0.15 -2.26
-0.64 0.18 1.40
-0.45 -2.02 0.69
-0.39 -0.19 -0.21
0.09 0.21 -0.01
-0.11 0.07 -0.21
-2.02 1.33 2.82
0.38 0.11 0.06
0.01 -0.04 -0.05
0.23 0.05 -0.12
0.02 -0.35 0.04
-0.03 -0.30 -0.01
0.42 2.17 -1.29
-0.18 0.02 0.47
4.12 -1.06 0.12
0.31 -0.29 0.14
0.43 0.33 -0.92
-1.94 -0.31 -2.07
-0.52 0.04 0.41
0.09 -0.19 -0.01
0.21 0.00 0.44

Summary:
- spin multiplicity = 5
- energy (Ha) = -1118.604399
- HOMO-LUMO gap (alpha / beta) (hartree) = 0.164 / 0.235
- lowest unoccupied orbital energy (alpha / beta) (eV) = 0.43 / -1.29

# 2
Molecular formula: C34H45N10O3PdS2
Method: DFT, ωB97M-V/def2-TZVPD

Last column: Löwdin spin population.
Atoms and positions in Å:
C: -12.240 -19.683 -11.083  0.000
C: -4.690 -15.106 -14.178  0.056
O: -7.097 -15.163 -10.898  0.014
H: -5.754 -8.182 -6.739  0.000
H: -5.802 -17.452 -14.106  0.000
N: -7.971 -10.146 -7.732  0.085
H: -8.598 -7.780 -12.791  0.002
H: -5.972 -10.065 -7.790  0.000
H: -10.412 -10.272 -10.784  0.001
C: -12.322 -11.349 -10.893  0.001
H: -8.694 -8.009 -4.690  0.000
N: -5.850 -15.490 -13.596  0.021
H: -8.235 -17.506 -9.696  0.000
H: -14.830 -13.464 -10.561  0.000
C: -8.178 -8.710 -12.650  0.015
N: -10.533 -11.717 -9.390  0.064
N: -6.465 -9.866 -5.839  0.003
H: -9.030 -11.661 -6.696  0.003
N: -6.049 -12.417 -9.468  0.081
H: -6.381 -7.890 -5.023  0.000
C: -8.006 -8.624 -7.845  0.002
C: -11.249 -18.482 -10.973  0.001
C: -11.068 -11.050 -10.467  0.004
C: -9.231 -17.443 -10.247  0.001
H: -7.264 -8.336 -8.612  0.000
C: -4.758 -10.667 -10.641  0.049
H: -8.989 -8.398 -8.290  0.000
C: -4.521 -14.133 -9.377  0.106
C: -11.573 -17.271 -11.577  0.000
H: -4.320 -16.174 -17.096  0.000
C: -6.482 -8.432 -6.019  0.000
H: -6.272 -14.907 -12.909  0.003
N: -7.713 -8.089 -15.986  -0.004
H: -12.473 -17.210 -12.117  0.000
O: -8.983 -13.901 -9.989  0.053
H: -8.456 -8.745 -10.505  0.006
H: -12.986 -13.912 -8.919  0.000
N: -4.040 -15.805 -15.115  0.031
S: -3.993 -13.419 -13.699  0.848
C: -7.547 -10.246 -4.946  0.000
C: -8.847 -8.447 -5.695  0.001
H: -2.965 -12.997 -10.431  0.008
H: -3.874 -10.249 -10.141  0.015
H: -12.180 -20.245 -12.051  0.000
H: -4.210 -15.180 -9.289  0.000
C: -13.045 -12.409 -10.409  0.000
N: -14.166 -12.844 -11.033  0.000
C: -9.510 -16.314 -10.975  0.003
S: -8.509 -14.811 -11.078  0.007
H: -7.367 -16.724 -14.457  0.002
H: -5.611 -10.092 -10.438  0.002
C: -10.020 -18.549 -10.369  0.000
H: -14.619 -12.234 -11.714  0.000
H: -13.273 -19.179 -11.124  0.000
C: -9.045 -10.607 -6.846  0.006
H: -4.845 -17.645 -16.000  0.001
C: -10.735 -16.164 -11.637  0.001
H: -7.554 -9.800 -3.981  0.000
H: -7.474 -11.349 -4.879  0.000
C: -6.690 -14.413 -8.131  0.054
C: -5.782 -13.694 -8.989  0.304
C: -7.750 -8.762 -15.007  0.000
H: -7.020 -16.910 -12.742  0.000
C: -7.746 -9.481 -13.701  -0.008
H: -7.633 -14.635 -8.536  0.013
H: -12.312 -20.373 -10.258  0.000
H: -10.776 -13.242 -8.074  0.001
C: -11.265 -12.674 -8.822  0.010
C: -7.874 -10.659 -11.215  0.247
H: -6.632 -11.566 -7.138  0.001
H: -10.955 -15.361 -12.294  0.000
H: -9.805 -8.138 -6.020  0.000
C: -4.749 -16.534 -16.170  0.002
H: -7.014 -12.373 -12.255  0.007
H: -12.718 -10.723 -11.658  0.000
C: -6.524 -16.754 -13.735  0.003
H: -3.159 -15.450 -15.469  0.003
C: -6.685 -10.478 -7.133  0.003
N: -8.862 -9.916 -5.530  0.007
H: -7.126 -11.408 -14.449  0.002
C: -4.948 -12.011 -10.096  0.250
H: -9.635 -19.512 -10.020  0.000
C: -8.191 -9.334 -11.355  0.035
C: -12.480 -13.106 -9.310  0.005
O: -8.732 -14.282 -12.351  0.001
H: -4.512 -10.528 -11.733  0.015
N: -7.785 -8.018 -6.584  0.004
C: -7.355 -10.808 -13.581  0.012
C: -3.964 -13.106 -10.069  0.192
H: -5.800 -16.177 -16.224  0.001
C: -7.359 -11.349 -12.326  0.037
H: -6.731 -13.898 -7.135  0.020
H: -6.229 -15.358 -7.986  -0.001
Pd: -8.204 -11.727 -9.491  1.289
H: -9.981 -10.302 -7.291  0.000

Atomic forces in eV per Å
-1.49 1.95 -1.24
-1.20 1.33 1.66
0.24 -0.59 0.06
1.22 0.64 -0.55
0.07 -0.92 0.51
-0.17 0.07 -0.99
-0.42 2.08 -0.31
1.24 0.10 -0.86
-0.20 0.45 -0.81
0.30 1.37 -1.18
0.02 -0.15 -0.46
2.71 0.86 -1.99
-1.45 0.08 -0.81
0.70 0.43 -0.16
0.62 -2.98 2.38
0.09 0.92 -1.00
0.37 0.02 0.77
0.17 -0.94 0.04
0.04 -0.50 0.52
0.24 -0.72 -1.31
-0.38 -1.35 -1.47
-0.93 -0.95 -0.50
0.57 -1.31 3.04
3.08 0.45 0.45
-0.02 -0.12 0.53
1.76 0.24 -0.86
0.19 0.24 0.49
0.89 -0.99 -0.85
0.17 0.32 -0.14
0.26 -0.78 -0.31
-1.65 0.45 1.32
-0.32 1.01 0.80
-0.19 -2.57 3.50
-1.21 0.02 -0.51
0.27 -0.91 -0.70
-0.46 0.33 0.38
-0.87 -1.70 1.02
-0.40 0.28 -0.11
-0.84 -2.39 -0.43
-0.96 -2.00 -1.59
0.53 -0.79 1.19
0.42 -0.15 -0.33
-0.15 0.15 0.08
0.32 0.48 0.89
0.21 0.73 0.26
0.52 -1.42 1.23
-1.55 -0.07 -0.32
-0.65 2.30 -0.08
0.66 -0.68 3.56
0.53 0.31 0.22
-1.05 0.98 0.28
0.10 -1.65 0.75
0.41 -0.30 0.40
1.31 -0.84 0.03
0.53 2.73 1.29
0.77 1.20 -0.51
0.64 -2.31 0.57
0.68 0.42 0.78
-0.19 0.43 0.41
0.86 0.17 1.85
-1.21 1.64 -0.69
0.30 1.60 -2.49
0.87 -0.53 -0.79
-0.41 1.56 -2.37
-1.32 0.39 -0.37
0.57 -0.10 0.33
0.28 -0.33 0.90
-0.09 -0.25 -1.19
0.76 -0.16 -0.47
0.38 0.03 0.48
-0.14 0.80 -0.13
-0.95 0.49 -0.68
-1.80 -0.48 0.14
-0.19 -0.13 0.31
-0.40 0.19 -0.69
-1.43 0.06 0.32
-0.08 0.22 0.73
-0.39 -0.37 0.42
-0.27 -0.26 -0.01
0.28 0.11 -0.09
0.17 -1.51 -0.07
-0.30 0.34 0.26
-0.08 0.86 -1.84
0.38 2.28 -1.36
-0.89 1.22 -3.64
-0.41 -0.72 0.91
-0.17 0.87 0.26
0.01 0.36 0.01
-0.03 0.92 -0.03
0.58 -0.10 0.17
-0.40 -0.60 0.19
-0.30 -0.40 -0.70
0.38 -1.03 0.57
-0.29 -0.37 0.72
-0.38 -0.05 0.05

Summary:
- spin multiplicity = 5
- energy (Ha) = -3019.708700
- charge = +1
- HOMO-LUMO gap (alpha / beta) (hartree) = 0.247 / 0.158
- lowest unoccupied orbital energy (alpha / beta) (eV) = -2.64 / -6.30

Per-record energy above the lowest of the compared OMol25 structures with the same formula, charge and spin, kcal/mol: 0.0; 61.8